Here is 2 unconnected molecules or ions with the total composition C5H12I3NSi in a non-equilibrium geometry from the Open Molecules 2025 dataset. Energies are from the ωB97M-V functional and the def2-TZVPD basis.

Properties
HOMO-LUMO gap (alpha / beta)	0.299 / 0.242	Eh
2S+1	3
HOMO energy (alpha / beta)	-8.3396 / -9.1971	eV

XYZ file:
```
22
C5H12I3NSi (the ωB97M-V functional and the def2-TZVPD basis)
C 0.24 0.70 -1.64
C -0.15 -1.55 -0.31
C -2.04 -0.08 -0.83
C -1.45 1.14 1.46
C -0.58 0.04 -0.52
N -0.34 0.70 0.62
Si 3.22 -0.36 1.40
I 4.29 -1.61 3.37
I 3.83 2.00 1.58
I 4.24 -1.34 -0.74
H 0.19 1.80 -1.67
H 1.18 0.47 -1.49
H 0.03 0.27 -2.68
H 0.85 -1.70 0.16
H -0.21 -1.77 -1.39
H -0.89 -2.19 0.23
H -2.19 -0.72 -1.72
H -2.54 -0.43 -0.02
H -2.40 0.91 -1.11
H -1.95 0.30 1.97
H -1.10 1.72 2.32
H -2.23 1.70 1.01
```